ORCA calculation (ωB97M-V with the def2-TZVPD basis set) on a 2-piece molecular cluster, C3H4ClFN overall.

As for the charge: +1. Its HOMO-LUMO gap (alpha / beta) is 0.25817 / 0.33214 Ha. The value obtained for the total energy is -731.05422 Eh. As for the strongest force on any atom: 4.12 eV/Å.

Last column: Löwdin charge in e.
Element x y z (Å)
C (0.65, -0.25, 1.83)  0.314
C (0.30, 1.12, -1.27)  0.108
C (-0.88, -1.01, 0.04)  -0.564
N (-0.13, -0.66, 1.07)  -0.015
F (1.21, 1.28, -0.27)  -0.030
Cl (-0.48, -2.51, -0.72)  0.711
H (1.26, 0.21, 2.62)  0.155
H (-0.63, 1.69, -1.35)  0.092
H (0.73, 0.96, -2.22)  0.077
H (-2.02, -0.83, 0.26)  0.152